C18H18N2O2 in the gas phase, computed with ωB97M-V/def2-TZVPD.

Summary:
SMILES: Cc1cccc(N2CC(=O)N(c3cccc(C)c3)CC2=O)c1
HOMO: -8.7 eV
frontier orbital gap: 0.34369 Eh

Each atom is followed by the atoms it is bonded to, with distances in Å.
Atoms and positions in Å:
1 C -6.04 -1.30 0.04  C2 1.498, H38 1.088, H39 1.087, H40 1.090
2 C -4.88 -0.36 0.24  C1 1.498, C3 1.386, C7 1.390
3 C -3.62 -0.67 -0.25  C2 1.386, C4 1.391, H37 1.080
4 C -2.55 0.19 -0.06  C3 1.391, C5 1.388, N11 1.416
5 C -2.74 1.38 0.63  C4 1.388, C6 1.383, H10 1.077
6 C -3.99 1.70 1.11  C5 1.383, C7 1.382, H9 1.080
7 C -5.06 0.84 0.92  C2 1.390, C6 1.382, H8 1.080
8 H -6.03 1.09 1.31  C7 1.080
9 H -4.14 2.63 1.64  C6 1.080
10 H -1.91 2.05 0.77  C5 1.077
11 N -1.27 -0.16 -0.56  C4 1.416, C12 1.354, C18 1.450
12 C -0.47 0.74 -1.18  N11 1.354, O13 1.211, C14 1.529
13 O -0.73 1.91 -1.38  C12 1.211
14 C 0.84 0.10 -1.63  C12 1.529, N15 1.447, H35 1.100, H36 1.089
15 N 1.42 -0.70 -0.58  C14 1.447, C16 1.352, C21 1.419
16 C 0.63 -1.59 0.06  N15 1.352, O17 1.210, C18 1.532
17 O 0.97 -2.34 0.94  C16 1.210
18 C -0.82 -1.53 -0.45  N11 1.450, C16 1.532, H19 1.100, H20 1.090
19 H -0.87 -2.05 -1.42  C18 1.100
20 H -1.44 -2.06 0.27  C18 1.090
21 C 2.77 -0.50 -0.20  N15 1.419, C22 1.387, C26 1.390
22 C 3.62 -1.58 -0.03  C21 1.387, C23 1.384, H34 1.077
23 C 4.93 -1.36 0.35  C22 1.384, C24 1.382, H33 1.080
24 C 5.40 -0.07 0.55  C23 1.382, C25 1.391, H32 1.080
25 C 4.55 1.02 0.39  C24 1.391, C26 1.386, C28 1.498
26 C 3.24 0.80 0.02  C21 1.390, C25 1.386, H27 1.081
27 H 2.56 1.64 -0.09  C26 1.081
28 C 5.06 2.41 0.62  C25 1.498, H29 1.089, H30 1.087, H31 1.089
29 H 5.96 2.60 0.03  C28 1.089
30 H 4.31 3.15 0.36  C28 1.087
31 H 5.32 2.54 1.67  C28 1.089
32 H 6.43 0.09 0.84  C24 1.080
33 H 5.60 -2.20 0.49  C23 1.080
34 H 3.25 -2.58 -0.18  C22 1.077
35 H 0.63 -0.53 -2.51  C14 1.100
36 H 1.54 0.88 -1.94  C14 1.089
37 H -3.48 -1.59 -0.80  C3 1.080
38 H -6.92 -0.75 -0.27  C1 1.088
39 H -5.80 -2.05 -0.70  C1 1.087
40 H -6.27 -1.80 0.98  C1 1.090